The following is a DFT calculation (ωB97M-V/def2-TZVPD) of a structure of composition C23H36AsN6O2Sr in a non-equilibrium geometry.

```
69
Properties=species:S:1:pos:R:3:forces:R:3
Sr -0.485425 -0.853258 -0.072172 -0.489 -0.759 -3.533
O -1.678520 -0.443324 1.857230 -0.244 0.563 0.816
C -0.910882 0.552221 1.824422 0.460 0.618 0.912
N 0.431075 0.491584 1.784779 0.252 -0.547 0.607
C 1.127139 -0.722835 2.089668 -0.215 1.193 -0.453
O 0.842643 -1.545003 2.920921 0.023 -0.119 0.303
C 2.339914 -0.978972 1.158237 -0.680 0.212 -0.025
C 3.590252 -1.231679 1.684116 -0.018 -0.022 0.004
C 4.626536 -1.483358 0.799957 0.163 -0.039 0.086
C 4.372975 -1.502378 -0.561928 0.031 -0.005 -0.010
C 3.082779 -1.273416 -0.999889 -0.135 -0.013 0.156
N 2.071587 -1.011363 -0.163986 0.490 0.180 0.450
C -1.495833 1.837259 1.220180 0.428 -0.680 -0.060
C -2.014820 2.906994 1.913324 -0.028 0.039 -0.124
C -2.533903 3.955012 1.165002 -0.050 0.111 0.088
C -2.506290 3.885384 -0.216998 -0.029 0.051 -0.062
C -1.962976 2.763416 -0.821730 0.071 -0.134 0.128
N -1.464720 1.738752 -0.128963 -0.077 0.285 0.618
H 3.729500 -1.223551 2.756310 0.044 -0.003 -0.022
H 5.627075 -1.666872 1.171189 -0.028 0.006 -0.008
H 5.157873 -1.696407 -1.279032 0.009 -0.002 0.020
H 2.850751 -1.306838 -2.056957 -0.070 0.021 -0.011
H -2.009211 2.924018 2.994586 0.009 -0.015 -0.030
H -2.950174 4.822968 1.661423 0.011 -0.025 -0.028
H -2.892174 4.689646 -0.829060 0.004 -0.012 0.043
H -1.914797 2.689973 -1.901262 -0.003 -0.044 -0.028
C -2.878256 -0.204637 -3.440395 0.014 0.163 -0.073
N -3.964557 0.088826 -2.529149 0.095 -0.093 0.159
C -4.710201 1.305880 -2.815701 0.121 0.025 0.047
C -3.964649 -0.499920 -1.289790 0.040 0.114 -0.703
N -2.931053 -1.200673 -0.919754 -0.017 0.024 0.352
N -5.096860 -0.302327 -0.545727 -0.055 -0.026 0.146
C -5.063121 -0.675183 0.859676 -0.085 -0.046 -0.051
C -6.407429 -0.441437 -1.178754 -0.006 -0.071 0.058
H -3.204538 -0.009362 -4.461767 -0.041 0.004 0.017
H -2.580743 -1.244792 -3.363837 -0.033 -0.053 0.060
H -2.002131 0.429583 -3.245746 0.010 -0.033 0.016
H -4.023554 2.087018 -3.147576 0.037 0.033 0.002
H -5.220581 1.654385 -1.921552 0.048 0.035 -0.056
H -5.443763 1.149113 -3.608518 -0.013 -0.005 -0.016
H -3.175732 -1.690446 -0.060531 -0.021 -0.060 -0.070
H -5.228877 -1.751334 1.001450 0.015 -0.001 0.012
H -5.859316 -0.147975 1.383251 -0.013 0.020 -0.025
H -4.110869 -0.396295 1.307297 -0.003 0.028 -0.005
H -6.327690 -0.377650 -2.260091 -0.013 -0.068 0.115
H -7.084866 0.339369 -0.832729 -0.011 0.007 0.031
H -6.840698 -1.414193 -0.929736 -0.018 -0.011 0.033
C 2.006710 -4.905832 0.076402 0.180 -0.051 0.004
C 0.725492 -5.051305 -0.737772 0.230 -0.225 -0.154
As -0.657369 -3.843163 -0.150748 0.029 -0.225 0.425
C -2.219279 -4.650803 -0.952128 -0.168 -0.133 -0.074
C -2.259427 -4.481754 -2.465047 -0.104 -0.136 -0.163
C -0.832511 -4.411594 1.717114 -0.094 0.118 -0.030
C -1.114088 -5.889144 1.935108 0.014 -0.157 0.124
H 2.783695 -5.570672 -0.305505 -0.023 0.028 -0.001
H 1.860212 -5.155660 1.127774 -0.082 -0.045 -0.023
H 2.406652 -3.887734 0.049535 -0.079 -0.014 -0.078
H 0.320984 -6.061807 -0.676729 0.091 -0.087 0.014
H 0.902036 -4.848502 -1.794081 0.087 -0.001 -0.038
H -3.098110 -4.205677 -0.484111 -0.011 0.051 -0.005
H -2.199236 -5.700909 -0.663522 -0.113 -0.095 -0.116
H -2.135781 -3.442969 -2.770508 0.020 0.094 0.114
H -3.219313 -4.813481 -2.865478 0.042 -0.048 0.013
H -1.483381 -5.067632 -2.961174 0.010 0.003 0.054
H -1.615236 -3.784849 2.149121 -0.048 -0.037 0.047
H 0.086665 -4.093532 2.209649 0.036 -0.035 0.026
H -2.106010 -6.182446 1.592090 -0.031 0.077 -0.010
H -1.057259 -6.130214 2.997931 -0.026 0.010 -0.008
H -0.396132 -6.535646 1.427695 0.064 0.061 -0.007
```
Positions in Å, forces in eV/Å.

Properties
Net charge: +1
E_HOMO, eV: -11.532
Relative energy (zero: lowest compared OMol25 entry of this formula, charge and spin), eV: 0.0000
E_LUMO, eV: -2.439
F_max, eV/A: 3.65
Orbital gap, eV: 9.093

natural (NBO) atomic charges, in units of e: number 1, Sr, carries 1.76; number 2, O, carries -0.73; number 3, C, carries 0.56; number 4, N, carries -0.72; number 5, C, carries 0.59; number 6, O, carries -0.52; number 7, C, carries 0.12; number 8, C, carries -0.22; number 9, C, carries -0.13; number 10, C, carries -0.24; number 11, C, carries 0.05; number 12, N, carries -0.55; number 13, C, carries 0.15; number 14, C, carries -0.23; number 15, C, carries -0.13; number 16, C, carries -0.26; number 17, C, carries 0.05; number 18, N, carries -0.51; number 19, H, carries 0.25; number 20, H, carries 0.24; number 21, H, carries 0.24; number 22, H, carries 0.21; number 23, H, carries 0.24; number 24, H, carries 0.23; number 25, H, carries 0.23; number 26, H, carries 0.20; number 27, C, carries -0.40; number 28, N, carries -0.44; number 29, C, carries -0.41; number 30, C, carries 0.65; number 31, N, carries -0.95; number 32, N, carries -0.45; number 33, C, carries -0.43; number 34, C, carries -0.41; number 35, H, carries 0.21; number 36, H, carries 0.23; number 37, H, carries 0.17; number 38, H, carries 0.20; number 39, H, carries 0.23; number 40, H, carries 0.20; number 41, H, carries 0.36; number 42, H, carries 0.18; number 43, H, carries 0.22; number 44, H, carries 0.24; number 45, H, carries 0.22; number 46, H, carries 0.21; number 47, H, carries 0.20; number 48, C, carries -0.62; number 49, C, carries -0.71; number 50, As, carries 0.77; number 51, C, carries -0.70; number 52, C, carries -0.62; number 53, C, carries -0.70; number 54, C, carries -0.63; number 55, H, carries 0.23; number 56, H, carries 0.21; number 57, H, carries 0.20; number 58, H, carries 0.22; number 59, H, carries 0.23; number 60, H, carries 0.22; number 61, H, carries 0.22; number 62, H, carries 0.20; number 63, H, carries 0.22; number 64, H, carries 0.21; number 65, H, carries 0.23; number 66, H, carries 0.24; number 67, H, carries 0.21; number 68, H, carries 0.23; number 69, H, carries 0.20